Record 1
60
Properties=species:S:1:pos:R:3:forces:R:3:mulliken_charge:R:1 method="wB97M-V/def2-TZVPD" gap_ev=8.607 fmax_ev_per_a=1.04 homo_ev=-7.958 e_tot_ha=-1495.81456 lumo_energy_ev=0.65 smiles="CCCCN(CC)Cc1ccc(CNC(=S)Nc2c(C)cc(C)cc2C)o1" de_lowest_kj_mol=144.76
C 3.1753 1.0631 -2.7559 0.18 -0.06 0.13 -0.93
C 4.2469 0.2538 -2.0352 -0.03 -0.06 -0.18 -0.28
C 4.1367 -1.2445 -2.3215 -0.12 0.11 0.21 -0.84
C 3.0430 -1.9023 -1.4777 0.20 0.01 -0.24 -0.65
N 3.4086 -1.9014 -0.0692 -0.07 -0.13 0.02 0.87
C 4.2378 -3.0255 0.3225 0.16 0.07 0.18 -0.75
C 5.2000 -2.6394 1.4420 -0.14 -0.18 -0.22 -1.27
C 2.2748 -1.6845 0.8175 -0.02 0.22 -0.28 -1.76
C 1.9203 -0.2347 0.8418 0.43 0.08 0.95 0.47
C 2.3668 0.7870 1.6275 -0.16 -0.59 -0.23 -0.51
C 1.7225 1.9594 1.1629 -0.38 -0.02 -0.53 -1.23
C 0.9369 1.5721 0.1183 0.10 0.82 0.37 0.77
C 0.0090 2.3270 -0.7774 0.32 -0.20 -0.11 -1.13
N -1.3372 1.8032 -0.7146 -0.42 -0.23 0.26 -0.03
C -1.7763 0.8455 -1.5593 -0.15 0.21 -0.14 -0.03
S -1.0245 0.4754 -2.9848 0.31 -0.26 -0.67 -0.47
N -2.9311 0.2118 -1.2356 -0.20 -0.09 0.07 -0.02
C -3.7070 0.4071 -0.0694 -0.13 0.10 0.45 0.33
C -5.0033 0.9195 -0.2055 0.05 0.08 0.03 0.79
C -5.5310 1.2624 -1.5654 0.02 0.02 0.03 -1.63
C -5.7761 1.0994 0.9275 0.13 -0.08 -0.03 -0.95
C -5.2922 0.7882 2.1932 0.09 -0.05 0.01 0.83
C -6.1472 1.0131 3.4025 -0.01 0.03 -0.02 -1.50
C -4.0130 0.2702 2.3027 -0.15 0.11 -0.07 -1.12
C -3.2087 0.0614 1.1885 0.01 -0.05 -0.15 0.93
C -1.8496 -0.5492 1.3688 0.00 -0.05 -0.03 -1.58
O 1.0522 0.2402 -0.0739 -0.23 -0.13 -0.35 0.14
H 2.1820 0.6894 -2.5250 -0.22 0.00 0.00 -0.07
H 3.3122 1.0022 -3.8338 -0.03 0.03 -0.13 0.44
H 3.2257 2.1098 -2.4620 -0.07 0.12 -0.02 0.33
H 4.1655 0.4026 -0.9568 0.10 0.04 0.05 0.15
H 5.2302 0.6119 -2.3494 0.03 0.02 0.09 0.36
H 3.9147 -1.4029 -3.3785 0.06 -0.06 -0.09 0.49
H 5.0917 -1.7257 -2.1023 0.03 -0.11 -0.06 0.34
H 2.8534 -2.9260 -1.8408 -0.08 0.06 0.06 0.39
H 2.1191 -1.3366 -1.5989 -0.06 -0.06 -0.04 0.05
H 3.6294 -3.8935 0.6324 0.04 0.00 -0.12 0.36
H 4.8244 -3.3288 -0.5467 -0.07 -0.05 0.00 0.45
H 4.6653 -2.3827 2.3530 -0.02 0.03 0.14 0.30
H 5.7860 -1.7775 1.1355 0.08 0.09 -0.02 0.25
H 5.8714 -3.4666 1.6593 0.09 -0.08 0.12 0.44
H 1.3919 -2.2734 0.5134 0.07 -0.02 0.11 0.24
H 2.5583 -1.9830 1.8278 -0.08 0.03 -0.04 0.56
H 3.0650 0.7137 2.4357 0.18 -0.11 0.17 0.58
H 1.8346 2.9532 1.5462 -0.04 0.25 0.03 0.57
H 0.0021 3.3811 -0.4931 0.07 -0.10 -0.01 0.34
H 0.3303 2.2293 -1.8206 -0.05 0.16 0.18 0.30
H -1.8252 1.8974 0.1654 0.00 0.03 -0.04 0.34
H -3.3489 -0.3143 -1.9902 0.27 0.05 0.02 0.28
H -5.7245 0.3556 -2.1399 -0.03 -0.01 -0.12 0.34
H -6.4612 1.8182 -1.4858 -0.07 0.01 -0.03 0.39
H -4.8097 1.8613 -2.1199 0.00 0.01 -0.08 0.32
H -6.7765 1.4956 0.8270 -0.13 0.06 -0.04 0.39
H -5.6745 0.6109 4.2946 -0.02 -0.01 0.09 0.35
H -7.1187 0.5383 3.2760 -0.08 -0.02 0.06 0.37
H -6.3157 2.0794 3.5512 -0.04 0.05 0.08 0.32
H -3.6257 0.0052 3.2763 0.03 -0.04 0.14 0.37
H -1.9158 -1.4013 2.0430 0.02 -0.05 0.05 0.60
H -1.1558 0.1654 1.8140 0.12 0.02 -0.01 0.24
H -1.4345 -0.8866 0.4228 0.08 -0.02 0.01 0.34

Record 2
69
Properties=species:S:1:pos:R:3:forces:R:3:mulliken_charge:R:1 method="wB97M-V/def2-TZVPD" gap_ev=2.677 fmax_ev_per_a=0.27 homo_ev=-1.582 total_charge=-1 e_tot_ha=-4089.64583 lumo_energy_ev=1.10
N 6.8310 -5.4276 -1.6598 0.13 -0.05 -0.04 -0.63
Br 4.9574 -4.9356 -1.7415 -0.11 0.03 -0.07 -0.37
H 7.2204 -4.4903 -1.5141 0.01 0.01 0.02 0.03
C 3.8535 -1.8615 -4.1766 0.06 -0.10 -0.16 -0.77
C 3.5749 -1.6979 -2.7601 -0.08 -0.02 0.15 0.28
N 3.3019 -1.5522 -1.6551 -0.14 0.16 0.03 -0.44
H 4.9104 -1.7016 -4.3797 0.02 -0.03 0.05 0.38
H 3.5916 -2.8713 -4.4892 0.03 -0.02 0.04 0.21
H 3.2682 -1.1443 -4.7512 0.01 -0.02 -0.04 0.31
C 0.1308 -2.8165 -2.9901 -0.06 -0.03 0.07 -0.70
C 0.5977 -3.7537 -3.9987 0.23 0.09 -0.05 0.27
N 1.0110 -4.4524 -4.8094 -0.16 -0.09 -0.20 -0.49
H 0.5007 -3.1110 -2.0096 0.01 0.01 -0.01 0.29
H 0.5170 -1.8245 -3.2182 0.01 0.01 0.04 0.22
H -0.9567 -2.7886 -2.9738 0.03 0.00 0.05 0.36
C 0.9647 -3.9471 -8.2425 -0.12 0.04 0.08 -0.70
C 1.9082 -2.8923 -7.9031 0.14 0.00 -0.01 0.36
N 2.6557 -2.0568 -7.6596 -0.02 0.09 0.02 -0.40
H 0.3326 -3.6056 -9.0608 -0.02 -0.06 -0.01 0.29
H 1.4966 -4.8470 -8.5429 0.03 0.00 0.02 0.24
H 0.3543 -4.1724 -7.3694 0.04 -0.05 0.00 0.22
C -0.9061 0.2307 0.4465 0.03 0.04 0.01 -0.20
C -1.5235 -0.8866 -0.2470 0.01 -0.07 -0.10 0.18
N -2.0076 -1.7580 -0.8158 -0.13 -0.03 0.05 -0.39
H -0.0238 0.5630 -0.0991 0.06 -0.02 0.05 0.10
H -1.6178 1.0518 0.5112 0.00 0.00 0.03 0.14
H -0.6163 -0.0608 1.4533 0.02 0.01 0.00 0.18
C -1.0662 4.4412 1.3030 0.00 0.06 -0.13 -0.73
C -0.6627 3.3383 2.1554 0.11 -0.14 0.01 0.40
N -0.3250 2.4463 2.7917 -0.04 -0.03 0.13 -0.49
H -0.1850 4.9350 0.8985 -0.03 -0.03 0.00 0.13
H -1.6618 4.0658 0.4718 0.02 0.03 -0.03 0.30
H -1.6514 5.1521 1.8800 0.04 0.02 -0.02 0.34
C 0.4676 8.6260 0.0544 0.05 0.08 0.04 -0.81
C -0.1612 7.4930 -0.6044 -0.06 -0.07 -0.03 0.42
N -0.6598 6.5929 -1.1114 -0.01 0.03 -0.03 -0.46
H 1.3708 8.9100 -0.4820 0.00 0.01 0.01 0.27
H -0.2196 9.4697 0.0715 0.01 0.01 0.01 0.28
H 0.7283 8.3563 1.0762 0.01 0.01 0.01 0.28
C 1.5768 0.5782 5.0796 0.03 0.09 -0.03 -0.50
C 1.2586 -0.7617 5.5438 -0.05 -0.10 0.00 0.34
N 0.9872 -1.8138 5.9113 -0.02 -0.04 0.05 -0.36
H 0.8521 0.8990 4.3335 0.01 0.04 -0.01 0.04
H 1.5454 1.2674 5.9218 0.02 0.03 -0.02 0.26
H 2.5715 0.5948 4.6380 0.00 -0.01 0.00 0.27
C 0.0459 -4.9380 6.7428 0.06 0.05 -0.03 -0.64
C -0.9980 -5.9510 6.7504 -0.06 -0.07 0.03 0.29
N -1.8222 -6.7490 6.7715 -0.04 -0.03 0.00 -0.38
H 0.8404 -5.2232 6.0560 0.01 0.01 0.00 0.27
H -0.3506 -3.9773 6.4250 0.03 0.02 0.00 0.22
H 0.4614 -4.8331 7.7431 0.02 0.02 -0.01 0.26
C 0.9344 3.9340 -2.6655 -0.02 0.06 -0.04 -0.46
C 1.3123 2.8400 -1.7848 0.11 -0.11 -0.02 0.38
N 1.6260 1.9709 -1.1041 -0.12 0.07 0.10 -0.44
H 1.8288 4.4066 -3.0679 0.00 -0.01 -0.01 0.27
H 0.3352 3.5510 -3.4898 0.00 0.02 -0.01 0.26
H 0.3576 4.6737 -2.1129 -0.02 0.01 -0.06 0.02
C -4.8326 4.6449 4.2785 -0.10 -0.05 -0.01 -0.79
C -3.4321 5.0241 4.1858 0.10 0.00 0.10 0.41
N -2.3231 5.3124 4.1327 -0.04 0.11 0.00 -0.44
H -4.9101 3.6093 4.6042 -0.01 0.00 0.00 0.27
H -5.3410 5.2851 4.9966 -0.01 -0.01 0.00 0.29
H -5.3105 4.7483 3.3061 -0.01 0.00 0.01 0.27
C -4.1120 -4.3523 0.3655 0.11 0.03 -0.02 -0.51
C -5.4806 -4.3272 0.8566 -0.09 -0.01 0.01 0.31
N -6.5639 -4.3045 1.2341 -0.05 0.02 0.02 -0.38
H -4.0787 -4.8278 -0.6127 0.01 -0.01 0.00 0.25
H -3.7280 -3.3385 0.2683 0.04 -0.01 -0.03 0.07
H -3.4779 -4.9094 1.0526 0.00 0.00 0.00 0.26

Record 3
101
Properties=species:S:1:pos:R:3:forces:R:3:mulliken_charge:R:1 method="wB97M-V/def2-TZVPD" gap_ev=3.668 fmax_ev_per_a=4.06 homo_ev=-12.964 total_charge=+1 e_tot_ha=-6942.30461 lumo_energy_ev=-9.30 de_lowest_kj_mol=111.31
In 3.1901 -16.0957 10.8890 -0.22 0.21 0.13 0.97
C 4.2066 -13.1948 14.9054 -0.59 -1.56 -1.54 0.32
C 4.0341 -13.8302 13.6160 0.68 0.37 -0.56 0.46
C 5.0911 -13.5131 12.5234 -1.17 -0.33 1.06 0.40
O 4.8374 -13.8747 11.3994 0.62 -0.11 -0.41 -0.59
C 6.2936 -12.8384 12.9581 -0.73 -0.56 -2.77 0.04
C 6.4545 -12.2855 14.2105 1.71 1.59 2.25 -0.25
C 5.3346 -12.4351 15.2286 0.22 1.66 2.17 0.59
O 5.3276 -11.8807 16.3400 0.97 -0.36 -1.37 -0.47
O 7.4913 -11.6501 14.4253 -1.25 -0.52 0.46 -0.54
O 3.1178 -14.5612 13.3092 -0.26 -0.34 0.23 -0.77
H 3.4626 -13.3993 15.6640 -0.06 0.23 0.06 0.15
H 7.0579 -12.6182 12.2120 0.20 -0.15 0.06 0.63
C 1.7176 -13.1997 17.6738 1.44 -0.33 -0.60 0.17
C 2.9186 -12.5385 18.4481 -2.06 0.92 -1.51 0.12
O 2.3316 -12.0565 19.6456 -0.48 0.34 0.22 -0.45
S 0.7341 -11.7613 19.3659 0.28 0.71 1.11 1.01
O 0.5392 -10.6105 18.5157 0.67 -1.64 0.42 -0.47
O 0.0483 -11.8159 20.6194 0.74 -0.54 -1.51 -0.53
O 0.6087 -13.1438 18.5154 -0.96 0.32 0.40 -0.40
H 2.0569 -14.2074 17.4243 -0.92 -0.36 0.32 -0.03
H 1.5271 -12.6922 16.7241 -0.18 0.19 0.13 0.27
H 3.1163 -11.6808 17.8051 1.14 0.00 0.38 0.01
H 3.7075 -13.2723 18.5497 0.29 0.43 0.73 0.36
C 3.2515 -9.4992 15.4933 -1.10 0.49 -1.11 0.55
C 3.9360 -9.0825 14.1405 0.45 -1.34 1.65 0.26
O 3.0148 -8.3042 13.4446 -0.10 1.00 -0.75 -0.27
S 1.9924 -7.5423 14.4536 -0.25 -2.32 -0.31 1.03
O 0.7121 -7.5077 13.8154 1.16 0.44 0.55 -0.52
O 2.6382 -6.4462 15.0713 -0.25 -0.06 -0.10 -0.55
O 1.9816 -8.8581 15.4072 -0.84 1.28 0.70 -0.34
H 3.7717 -9.2221 16.4070 0.09 -0.13 -0.04 0.11
H 2.9297 -10.5387 15.4231 0.62 -0.22 0.54 -0.35
H 4.0612 -10.0426 13.6376 0.26 0.37 -0.67 -0.23
H 4.8988 -8.6232 14.3593 -0.06 0.38 -0.50 0.37
C 7.8680 -14.0711 17.1719 -0.09 -0.11 0.67 0.34
C 7.1227 -15.3830 16.8134 -0.08 1.29 -0.45 0.21
O 8.1269 -16.3421 16.5559 0.44 -0.90 0.44 -0.35
S 9.6334 -15.8029 16.7812 0.00 1.70 -0.44 0.91
O 10.1154 -15.3319 15.5092 -0.46 -0.41 0.71 -0.39
O 10.4427 -16.6543 17.5739 -0.94 0.33 -0.22 -0.52
O 9.1311 -14.5013 17.6407 1.26 -1.08 -0.66 -0.46
H 7.5297 -13.5058 18.0396 -0.75 -0.11 -0.27 0.34
H 7.8905 -13.4143 16.3004 0.59 0.02 0.05 -0.31
H 6.6124 -15.2104 15.8630 -0.28 -0.18 0.06 -0.04
H 6.4025 -15.6745 17.5754 0.31 -0.47 0.12 0.28
C 5.7095 -9.9769 9.5535 -0.12 -0.15 -0.76 -0.24
C 5.3113 -9.6907 11.0030 0.18 -0.07 -0.18 0.35
O 5.9150 -8.4641 11.3826 0.35 0.32 -0.05 -0.22
S 7.1151 -8.0846 10.3738 2.01 -0.20 -0.21 0.95
O 8.3326 -8.7774 10.7245 -1.69 0.55 0.00 -0.46
O 7.1733 -6.6711 10.1882 -0.75 -1.19 -0.04 -0.56
O 6.4688 -8.8640 9.1172 0.28 1.07 0.21 -0.38
H 4.8546 -10.0452 8.8822 -0.05 0.01 0.14 0.23
H 6.3000 -10.8892 9.4492 0.09 0.08 0.12 0.30
H 5.7469 -10.5009 11.5975 -0.43 0.04 0.45 -0.19
H 4.2386 -9.5418 11.0921 0.02 -0.33 0.31 0.19
C -0.7368 -11.2320 11.3967 0.21 0.25 1.41 -0.39
C 0.2607 -10.6388 12.4145 -0.49 -0.17 -0.69 -0.28
O 1.4058 -11.4838 12.2125 1.62 -0.22 -0.28 -0.21
S 1.6614 -11.8258 10.6380 -3.33 1.59 1.69 0.89
O 2.1021 -13.1686 10.5864 0.11 -0.78 -0.13 -0.40
O 2.3822 -10.8266 9.9339 -0.02 -0.12 0.26 -0.53
O 0.0553 -11.6777 10.3266 2.21 -0.40 -1.95 -0.37
H -1.4256 -10.4440 11.1006 -0.13 -0.33 -0.39 0.31
H -1.2164 -12.1418 11.7607 -0.38 0.41 0.33 0.31
H -0.0831 -10.7106 13.4427 0.19 -0.27 0.03 0.38
H 0.5037 -9.5954 12.2152 0.10 -0.04 -0.15 0.20
C 3.5267 -18.1610 16.2528 -0.28 -0.28 1.09 -0.37
C 2.4552 -17.0380 16.1028 1.40 -0.76 -0.37 0.72
O 1.7648 -17.3413 14.8982 -0.36 -0.41 -0.33 -0.30
S 2.2699 -18.6808 14.1639 -0.30 -0.39 1.87 0.95
O 2.4362 -18.3198 12.7918 0.53 -0.19 0.22 -0.44
O 1.4772 -19.8022 14.5547 0.48 0.88 -0.66 -0.51
O 3.6772 -18.7923 14.9935 -0.61 0.62 -1.73 -0.32
H 3.2427 -18.9287 16.9758 -0.30 0.11 -0.03 0.32
H 4.4937 -17.7904 16.5907 0.02 0.14 -0.34 0.24
H 2.9822 -16.1062 15.8962 -0.28 0.26 0.34 -0.63
H 1.8066 -17.0138 16.9727 -0.21 0.18 -0.17 0.36
C 7.5310 -9.0135 16.5119 0.09 -0.28 0.76 0.33
C 7.9135 -10.1112 17.5089 1.14 -0.79 0.59 0.34
O 9.0561 -9.6427 18.2676 0.01 1.55 -0.40 -0.41
S 9.3542 -8.0838 17.9058 0.92 -0.06 -1.03 1.03
O 10.3278 -7.9992 16.8295 -1.34 -0.28 1.68 -0.52
O 9.5457 -7.3724 19.1328 -0.66 -0.49 -1.35 -0.52
O 7.8842 -7.8260 17.1906 1.22 0.76 1.50 -0.42
H 6.4432 -8.9620 16.4691 0.12 -0.16 -0.76 -0.22
H 8.1101 -9.0497 15.5866 -0.50 -0.28 -0.18 0.41
H 8.3317 -11.0325 17.1012 -0.75 -0.01 -0.49 -0.13
H 7.1551 -10.3143 18.2659 -0.25 0.01 -0.32 0.09
C 10.3286 -13.9508 12.6316 0.16 -0.88 -0.30 0.48
C 11.3994 -13.1129 13.2864 -0.44 0.69 1.58 -0.30
O 11.2837 -11.8329 12.6711 -0.28 0.54 -1.32 -0.31
S 10.6814 -11.9521 11.1853 0.46 -0.46 -0.72 0.88
O 11.6560 -11.6341 10.1866 -0.74 -0.59 1.06 -0.57
O 9.4047 -11.3142 11.1234 0.14 -0.45 0.44 -0.27
O 10.4455 -13.5903 11.2452 0.34 0.90 -0.06 -0.40
H 9.2787 -13.8239 12.9113 0.19 0.72 0.53 -0.38
H 10.4928 -15.0145 12.8033 0.37 0.00 -0.54 0.38
H 12.4303 -13.4605 13.2185 -0.20 -0.36 -0.47 0.30
H 11.2154 -12.8881 14.3393 -0.12 -0.43 -0.01 0.26